# 1
{"formula": "C37H43N7O8PY", "method": "the ωB97M-V functional and the def2-TZVPD basis", "elements": ["Y", "O", "C", "C", "C", "C", "C", "C", "C", "O", "N", "N", "C", "C", "C", "C", "C", "C", "C", "O", "H", "H", "H", "H", "H", "H", "H", "H", "H", "H", "C", "C", "C", "C", "N", "C", "C", "C", "C", "C", "C", "N", "H", "H", "H", "H", "H", "H", "H", "H", "C", "C", "C", "C", "O", "P", "O", "O", "O", "C", "C", "C", "C", "H", "H", "H", "H", "H", "H", "H", "H", "H", "H", "H", "H", "H", "H", "H", "H", "H", "H", "C", "N", "C", "C", "C", "N", "C", "O", "N", "H", "H", "H", "H", "H", "H", "H"], "positions_angstrom": [[-0.208, -0.740, 0.257], [1.365, -4.414, -1.037], [1.792, -4.123, -2.280], [2.442, -5.151, -2.962], [2.861, -4.975, -4.267], [2.630, -3.774, -4.925], [1.975, -2.758, -4.253], [1.562, -2.905, -2.933], [0.874, -1.780, -2.246], [1.323, -1.417, -1.083], [-0.139, -1.241, -2.853], [-0.730, -0.272, -2.017], [-1.450, 0.583, -2.650], [-2.211, 1.664, -2.062], [-2.826, 2.560, -2.949], [-3.582, 3.625, -2.511], [-3.744, 3.800, -1.136], [-3.165, 2.934, -0.239], [-2.371, 1.836, -0.659], [-1.835, 1.050, 0.223], [1.062, -3.625, -0.554], [2.600, -6.084, -2.442], [3.370, -5.783, -4.775], [2.954, -3.635, -5.945], [1.770, -1.816, -4.744], [-1.488, 0.487, -3.738], [-2.694, 2.394, -4.011], [-4.039, 4.304, -3.214], [-4.331, 4.631, -0.767], [-3.280, 3.082, 0.829], [0.819, 3.824, 0.048], [0.389, 4.251, 1.292], [0.126, 3.304, 2.270], [0.313, 1.963, 1.966], [0.702, 1.550, 0.759], [0.946, 2.461, -0.175], [0.022, 0.946, 3.023], [0.503, 1.165, 4.308], [0.183, 0.252, 5.297], [-0.590, -0.848, 4.964], [-0.981, -1.008, 3.645], [-0.699, -0.127, 2.692], [1.028, 4.522, -0.749], [0.246, 5.302, 1.494], [-0.231, 3.592, 3.248], [1.236, 2.077, -1.146], [1.129, 2.022, 4.509], [0.540, 0.389, 6.308], [-0.861, -1.588, 5.702], [-1.530, -1.885, 3.328], [0.466, -4.302, 4.022], [1.950, -4.051, 3.802], [2.702, -4.102, 5.125], [2.522, -5.067, 2.825], [2.137, -2.688, 3.345], [1.910, -2.162, 1.853], [0.576, -2.674, 1.326], [1.963, -0.669, 1.821], [3.047, -2.844, 0.996], [4.402, -2.359, 0.808], [4.386, -1.179, -0.150], [5.141, -3.541, 0.194], [4.992, -1.974, 2.154], [0.318, -5.332, 4.352], [-0.088, -4.143, 3.101], [0.080, -3.640, 4.795], [2.527, -5.055, 5.623], [2.361, -3.299, 5.778], [3.772, -3.985, 4.963], [2.430, -6.060, 3.268], [3.576, -4.871, 2.636], [1.999, -5.064, 1.872], [3.924, -1.467, -1.092], [5.413, -0.858, -0.337], [3.822, -0.350, 0.269], [4.670, -3.828, -0.743], [5.123, -4.397, 0.868], [6.181, -3.276, -0.001], [4.424, -1.167, 2.612], [6.018, -1.632, 2.006], [5.008, -2.824, 2.834], [-3.012, -5.138, -0.435], [-3.257, -3.861, 0.211], [-4.392, -3.604, 0.907], [-4.635, -2.398, 1.466], [-3.628, -1.390, 1.297], [-2.512, -1.659, 0.645], [-2.317, -2.855, 0.036], [-1.319, -3.028, -0.651], [-3.756, -0.156, 1.782], [-3.562, -5.909, 0.098], [-1.944, -5.342, -0.398], [-3.326, -5.104, -1.478], [-5.092, -4.426, 0.981], [-5.545, -2.207, 2.009], [-4.627, 0.139, 2.185], [-3.065, 0.528, 1.438]], "forces_ev_per_a": [[-0.761, 0.515, 0.976], [-0.020, 0.056, 0.230], [-0.036, -0.007, -0.129], [0.013, 0.093, -0.010], [0.003, 0.011, -0.014], [-0.002, -0.015, 0.025], [0.009, 0.024, 0.027], [0.070, 0.027, -0.081], [0.035, -0.049, -0.245], [0.363, -0.389, -0.571], [0.053, 0.167, -0.016], [-0.143, 0.177, -0.607], [0.110, -0.196, 0.105], [0.013, -0.011, 0.048], [-0.020, 0.008, 0.063], [0.027, -0.030, -0.041], [-0.035, 0.049, 0.006], [0.106, -0.128, 0.029], [-0.024, 0.097, -0.019], [0.026, -0.198, -0.061], [0.039, -0.011, 0.025], [0.013, -0.082, 0.051], [0.028, -0.049, -0.031], [0.018, 0.013, -0.070], [-0.013, 0.024, -0.018], [0.007, -0.005, 0.065], [0.015, -0.002, -0.065], [-0.020, 0.025, -0.023], [-0.032, 0.033, 0.015], [-0.004, 0.010, 0.040], [-0.012, -0.044, 0.040], [0.013, -0.086, -0.058], [0.214, 0.043, -0.161], [-0.090, 0.009, 0.253], [-0.248, 0.020, 0.098], [0.077, 0.068, -0.105], [0.186, 0.376, -0.015], [-0.254, -0.145, -0.002], [-0.019, -0.009, -0.056], [0.008, 0.019, -0.066], [-0.075, -0.081, 0.148], [0.364, 0.200, -0.006], [0.003, 0.025, -0.026], [-0.014, 0.067, 0.011], [-0.007, 0.012, 0.021], [0.005, 0.013, 0.003], [0.016, 0.033, 0.025], [0.017, -0.003, 0.031], [-0.007, -0.040, 0.025], [-0.025, -0.035, 0.002], [-0.029, -0.095, 0.054], [0.059, -0.014, 0.070], [-0.066, -0.035, -0.023], [0.043, -0.078, 0.071], [0.007, 0.241, -0.040], [-0.139, -0.145, 0.040], [0.044, -0.193, 0.100], [-0.008, -0.109, 0.031], [-0.069, -0.168, -0.113], [-0.016, -0.014, -0.007], [0.145, -0.024, -0.006], [-0.007, 0.110, 0.064], [0.237, 0.065, -0.027], [-0.016, -0.029, 0.017], [-0.018, 0.016, -0.085], [-0.024, 0.072, 0.044], [0.002, -0.047, 0.005], [-0.025, 0.034, 0.018], [0.064, 0.030, -0.028], [-0.001, -0.030, 0.008], [0.029, 0.002, -0.005], [-0.058, 0.026, -0.076], [-0.035, -0.022, -0.045], [-0.013, 0.001, -0.013], [-0.050, 0.045, 0.040], [-0.056, -0.020, -0.076], [-0.007, -0.046, 0.044], [0.008, 0.027, -0.001], [-0.027, 0.048, 0.011], [0.020, 0.000, 0.034], [-0.019, -0.057, 0.028], [0.075, -0.183, -0.036], [-0.079, 0.145, 0.069], [-0.009, 0.105, 0.061], [0.080, -0.079, -0.081], [-0.137, 0.183, 0.053], [0.149, -0.332, 0.065], [0.037, 0.100, -0.020], [0.091, 0.009, -0.089], [-0.091, -0.033, 0.059], [0.001, -0.032, -0.036], [-0.051, -0.031, -0.029], [0.026, -0.035, -0.026], [0.003, 0.001, 0.010], [-0.066, 0.017, 0.035], [0.023, -0.007, -0.012], [-0.015, -0.018, -0.025]], "lowdin_charge": [1.547, 0.059, -0.265, -0.022, -0.096, -0.102, -0.036, -0.083, -0.469, -0.191, 0.085, -0.068, -0.069, -0.147, -0.060, -0.113, -0.103, -0.034, -0.358, -0.223, 0.052, 0.113, 0.098, 0.093, 0.110, 0.124, 0.106, 0.092, 0.098, 0.104, -0.036, -0.044, -0.005, -0.223, 0.042, -0.099, -0.227, 0.000, -0.035, -0.047, -0.124, 0.054, 0.109, 0.110, 0.116, 0.124, 0.120, 0.112, 0.104, 0.111, -0.029, -0.613, -0.025, -0.022, -0.148, 0.264, -0.354, -0.277, -0.162, -0.603, -0.023, -0.013, -0.028, 0.090, 0.070, 0.067, 0.088, 0.085, 0.083, 0.094, 0.074, 0.085, 0.081, 0.090, 0.074, 0.086, 0.078, 0.090, 0.080, 0.091, 0.078, 0.005, -0.036, -0.038, 0.008, -0.367, 0.115, -0.494, 0.032, 0.195, 0.092, 0.100, 0.105, 0.134, 0.106, 0.116, 0.073], "homo_energy_ev": -7.10, "total_energy_ev": -76221.726, "charge": 0, "lumo_energy_ev": 0.19, "de_lowest_kcal_mol": 10.2, "orbital_gap_ev": 7.30}


# 2
{"formula": "C5H5NO2", "method": "the ωB97M-V functional and the def2-TZVPD basis", "elements": ["C", "C", "O", "C", "N", "C", "C", "O", "H", "H", "H", "H", "H"], "positions_angstrom": [[-0.237, -1.524, -1.576], [0.893, -0.904, -0.722], [2.027, -0.976, -1.037], [0.394, 0.086, 0.289], [0.701, 0.127, 1.486], [-0.009, 1.252, 2.048], [-0.728, 1.779, 1.001], [-0.429, 1.074, -0.061], [0.088, -2.327, -2.289], [-0.502, -0.826, -2.118], [-0.945, -2.096, -0.793], [-0.028, 1.578, 3.088], [-1.222, 2.757, 0.685]], "forces_ev_per_a": [[2.751, -9.239, 6.978], [-2.355, 0.240, -1.993], [2.083, -0.302, 0.337], [-0.030, -0.016, -1.257], [0.321, 0.969, 4.905], [-0.460, -0.413, -1.372], [0.548, 2.226, 1.350], [-0.812, -0.926, -3.676], [0.342, 0.674, 0.920], [-3.999, 6.988, -4.894], [0.817, 1.885, -2.116], [0.371, -0.454, -0.449], [0.424, -1.633, 1.266]], "lowdin_charge": [0.020, -0.351, 0.151, -0.360, 0.158, -0.044, -0.118, 0.058, 0.104, -0.026, 0.150, 0.103, 0.155], "homo_energy_ev": -9.80, "total_energy_ev": -10848.531, "charge": 0, "lumo_energy_ev": 0.81, "de_lowest_kcal_mol": 64.2, "orbital_gap_ev": 10.61}


# 3
{"formula": "C5H10O", "method": "the ωB97M-V functional and the def2-TZVPD basis", "elements": ["C", "O", "C", "C", "C", "C", "H", "H", "H", "H", "H", "H", "H", "H", "H", "H"], "positions_angstrom": [[-0.771, 0.625, -1.802], [-1.167, -0.078, -0.725], [-0.378, -0.596, 0.156], [-1.011, -1.099, 1.406], [1.089, -0.352, 0.050], [1.123, 1.181, 0.135], [0.287, 1.536, -0.538], [0.121, 0.276, -2.316], [-1.605, 0.994, -2.374], [-0.682, -0.505, 2.272], [-2.099, -1.037, 1.337], [-0.719, -2.138, 1.602], [1.625, -0.868, 0.857], [1.506, -0.720, -0.897], [2.006, 1.645, -0.301], [1.009, 1.500, 1.177]], "forces_ev_per_a": [[-0.239, -0.347, -0.555], [-0.369, 0.163, -0.048], [0.237, -0.420, 0.262], [-0.060, -0.033, -0.018], [-0.121, 0.016, -0.081], [0.119, 0.247, -0.171], [0.625, 0.241, 0.825], [-0.035, 0.162, 0.130], [-0.114, -0.218, -0.070], [-0.039, -0.080, -0.136], [0.128, -0.042, 0.010], [-0.075, 0.106, 0.015], [-0.158, 0.222, -0.166], [-0.069, 0.074, 0.102], [0.188, -0.108, 0.153], [-0.017, 0.017, -0.252]], "lowdin_charge": [-0.079, -0.060, -0.358, -0.018, -0.185, -0.110, 0.047, 0.069, 0.054, 0.088, 0.086, 0.083, 0.115, 0.110, 0.075, 0.081], "homo_energy_ev": [-6.61, -7.01], "total_energy_ev": -7391.031, "charge": 0, "lumo_energy_ev": [0.94, 1.05], "de_lowest_kcal_mol": 86.1, "orbital_gap_ev": [7.56, 8.06]}


Short version: strongest force on any atom = 1.340, 11.901, 1.063 eV/Å, in the order given.